[1]
DFT (ωB97M-V with the def2-TZVPD basis set) results for a 6-piece molecular cluster, H14NO5 overall at a distorted geometry.

XYZ file:
```
20
Properties=species:S:1:pos:R:3:mulliken_charge:R:1
N 0.097 1.170 0.342 -0.24
H -0.396 1.889 -0.196 0.42
H 1.085 1.118 0.064 0.32
H -0.155 1.172 1.351 0.39
H -0.277 0.307 -0.089 0.28
H -0.803 -3.538 0.689 0.34
H 0.297 -4.181 -0.181 0.33
O 0.012 -3.341 0.209 -0.70
H -1.899 1.222 -2.457 0.30
H -2.242 2.579 -1.850 0.32
O -1.581 1.889 -1.834 -0.63
H 3.083 -0.847 -0.472 0.31
H 3.327 0.669 -0.347 0.31
O 2.630 -0.007 -0.425 -0.65
H -0.280 -1.858 -0.956 0.34
H -1.178 -1.489 -2.131 0.30
O -0.699 -1.093 -1.387 -0.68
H -1.248 1.471 3.537 0.31
H 0.267 1.671 3.771 0.31
O -0.399 1.520 3.085 -0.67
```

Computed properties:
- Maximum force: 1.39 eV/A
- ΔE to the lowest compared entry with this formula, charge and spin: 11.10 kcal per mole
- Charge: +1
- E_HOMO: -0.547 hartree


[2]
DFT (ωB97M-V with the def2-TZVPD basis set) results for H14O17SV3 as an isolated structure at a distorted geometry.

XYZ file:
```
35
Properties=species:S:1:pos:R:3:mulliken_charge:R:1
O 0.815 -3.817 2.318 -0.49
V 0.103 -2.505 2.858 1.39
O 1.242 -1.556 3.313 -0.45
O 3.452 1.846 -1.277 -0.40
V 2.300 1.073 -0.521 1.00
O 3.010 -0.060 0.318 -0.58
O -2.684 1.636 -1.197 -0.52
V -3.185 0.159 -0.974 1.36
O -4.037 -0.303 -2.220 -0.54
S -0.733 -0.528 0.224 1.85
O -1.308 -0.918 -1.113 -0.81
O -1.977 0.089 0.836 -1.20
O -0.219 -1.687 0.962 -0.24
O 0.287 0.491 0.182 -0.09
O -0.683 2.480 1.977 -0.66
H -1.595 2.561 2.268 0.28
H -0.680 1.790 1.304 0.29
O -1.134 -2.878 -2.958 -0.71
H -1.260 -2.109 -2.386 0.45
H -0.694 -2.546 -3.748 0.32
O 1.189 -3.450 -1.384 -0.65
H 0.520 -3.319 -2.076 0.40
H 0.873 -2.955 -0.625 0.20
O -1.509 -0.978 3.324 -0.42
H -1.860 -0.505 2.541 0.43
H -1.796 -0.477 4.095 0.30
O 0.818 2.951 -1.091 -0.48
H 0.232 2.983 -0.323 0.28
H 0.824 3.852 -1.433 0.29
O 2.178 2.483 1.367 -0.38
H 2.322 3.370 1.711 0.32
H 1.447 2.127 1.895 0.31
O 1.442 0.285 -2.398 -0.38
H 0.600 0.694 -2.631 0.26
H 1.696 -0.279 -3.136 0.27
```

Computed properties:
- Maximum force: 2.37 eV/A
- ΔE to the lowest compared entry with this formula, charge and spin: 0.00 kcal per mole
- Charge: +1
- E_HOMO: -0.485 hartree


[3]
DFT (ωB97M-V with the def2-TZVPD basis set) results for H14O23S2V4 as an isolated structure at a distorted geometry.

XYZ file:
```
43
Properties=species:S:1:pos:R:3:mulliken_charge:R:1
O -16.345 6.754 -9.455 -0.53
V -15.805 5.870 -10.671 1.34
O -14.451 6.596 -11.258 -0.53
O -11.881 1.963 -11.927 -0.63
V -13.454 1.871 -12.252 1.31
O -13.827 0.366 -12.011 -0.56
O -10.247 3.779 -9.224 -0.39
V -11.150 4.365 -7.976 1.13
O -10.772 3.287 -6.806 -0.64
O -17.402 1.620 -7.002 -0.61
V -16.438 0.807 -7.951 0.81
O -16.739 -0.767 -7.754 -0.41
S -14.309 3.201 -9.119 -0.37
O -14.187 2.541 -10.388 0.59
O -15.215 2.497 -8.285 0.33
O -12.963 3.329 -8.507 -0.22
O -14.656 4.615 -9.328 0.44
S -16.447 3.199 -12.789 1.15
O -17.547 2.685 -11.939 -0.83
O -17.049 3.632 -14.023 -0.65
O -15.830 4.372 -12.175 -0.60
O -15.432 2.171 -13.019 -0.61
O -12.152 1.068 -7.518 -0.67
H -12.471 1.922 -7.810 0.68
H -11.428 1.272 -6.926 0.31
O -17.325 0.944 -9.956 -0.57
H -17.189 1.860 -10.200 0.41
H -17.674 0.534 -10.747 0.33
O -14.095 3.346 -5.497 -0.57
H -14.039 3.824 -6.325 0.22
H -13.350 3.663 -4.987 0.27
O -14.523 -0.229 -9.255 -0.59
H -13.889 0.272 -8.741 0.27
H -14.105 -0.340 -10.109 0.26
O -15.922 5.369 -6.941 -0.59
H -15.185 5.979 -6.906 0.32
H -15.798 4.889 -7.760 0.19
O -12.280 6.026 -9.052 -0.65
H -12.937 5.407 -9.369 0.41
H -12.732 6.870 -9.038 0.34
O -14.648 0.553 -6.200 -0.51
H -14.725 1.328 -5.642 0.31
H -13.707 0.383 -6.247 0.30
```

Computed properties:
- Maximum force: 7.14 eV/A
- ΔE to the lowest compared entry with this formula, charge and spin: 87.10 kcal per mole
- Charge: 0
- E_HOMO: -0.341 hartree


[4]
DFT (ωB97M-V with the def2-TZVPD basis set) results for a 7-piece molecular cluster, H14O6S overall at a distorted geometry.

XYZ file:
```
21
Properties=species:S:1:pos:R:3:mulliken_charge:R:1
O 1.428 -0.950 3.777 -0.64
H 0.579 -0.879 4.317 0.31
H 1.243 -1.332 2.896 0.34
O -1.866 -1.278 0.692 -0.67
H -1.728 -2.183 0.433 0.27
H -1.998 -0.484 0.039 0.42
O 0.888 0.533 -0.227 -0.59
H 0.649 1.206 -0.811 0.27
H 0.670 1.013 0.614 0.33
O -1.965 0.767 3.038 -0.63
H -2.202 0.117 2.345 0.35
H -1.221 0.263 3.469 0.28
O 2.486 -1.808 -2.000 -0.62
H 2.605 -1.715 -2.995 0.32
H 2.980 -1.090 -1.616 0.30
O -3.162 0.835 -0.567 -0.63
H -3.887 0.350 -0.896 0.30
H -3.387 1.737 -0.974 0.30
S 2.781 1.994 -4.238 -0.21
H 1.654 1.819 -3.698 0.10
H 3.452 1.086 -3.598 0.10
```

Computed properties:
- Maximum force: 3.29 eV/A
- ΔE to the lowest compared entry with this formula, charge and spin: 49.59 kcal per mole
- Charge: 0
- E_HOMO: -0.372 hartree
- SMILES: O.O.O.O.O.O.S


[5]
DFT (ωB97M-V with the def2-TZVPD basis set) results for a 7-piece molecular cluster, H14O7 overall at a distorted geometry.

XYZ file:
```
21
Properties=species:S:1:pos:R:3:mulliken_charge:R:1
O 0.500 1.081 -0.869 -0.66
H 0.390 1.191 0.082 0.37
H -0.114 0.374 -1.096 0.31
O -1.110 2.463 1.684 -0.63
H -0.608 2.876 2.396 0.31
H -1.063 3.101 0.964 0.32
O 2.645 0.600 0.563 -0.64
H 2.420 1.534 0.631 0.29
H 2.357 0.353 -0.323 0.35
O -3.605 -0.014 2.128 -0.62
H -2.789 -0.327 1.722 0.30
H -3.885 -0.748 2.687 0.31
O -0.120 -0.772 -3.540 -0.66
H -0.258 -1.499 -2.923 0.37
H 0.838 -0.718 -3.629 0.30
O -0.046 -3.132 -3.221 -0.71
H 0.759 -3.421 -3.665 0.33
H -0.706 -3.109 -3.923 0.36
O 1.748 -0.038 3.182 -0.59
H 0.850 -0.384 3.234 0.30
H 1.800 0.587 3.914 0.30
```

Computed properties:
- Maximum force: 1.86 eV/A
- ΔE to the lowest compared entry with this formula, charge and spin: 60.09 kcal per mole
- Charge: 0
- E_HOMO: -0.384 hartree
- SMILES: O.O.O.O.O.O.O


[6]
DFT (ωB97M-V with the def2-TZVPD basis set) results for a 7-piece molecular cluster, H14O7 overall at a distorted geometry.

XYZ file:
```
21
Properties=species:S:1:pos:R:3:mulliken_charge:R:1
O 4.499 -3.280 7.565 -0.63
H 4.714 -4.184 7.725 0.29
H 5.267 -2.763 7.925 0.34
O 5.847 -2.939 11.318 -0.68
H 4.903 -3.034 11.466 0.38
H 6.042 -3.578 10.665 0.30
O 6.271 -1.695 8.983 -0.70
H 6.647 -0.914 8.582 0.26
H 5.972 -1.457 9.899 0.39
O 0.064 -1.780 9.165 -0.64
H -0.497 -1.765 9.950 0.30
H 0.721 -1.050 9.301 0.33
O 3.946 -0.179 9.350 -0.68
H 3.200 -0.424 8.817 0.38
H 4.608 -0.718 8.919 0.38
O 3.034 -2.273 11.144 -0.67
H 2.644 -2.529 10.310 0.32
H 3.360 -1.379 11.037 0.36
O 2.073 -1.153 7.270 -0.68
H 1.124 -1.377 7.296 0.33
H 2.463 -2.040 7.199 0.32
```

Computed properties:
- Maximum force: 1.60 eV/A
- ΔE to the lowest compared entry with this formula, charge and spin: 26.17 kcal per mole
- Charge: 0
- E_HOMO: -0.418 hartree
- SMILES: O.O.O.O.O.O.O


Number 1: LUMO level -2.6 eV, Kohn-Sham gap 12.23 eV. Number 2: LUMO level -5.8 eV, Kohn-Sham gap 7.42 eV. Number 3: LUMO level -4.0 eV, Kohn-Sham gap 5.25 eV. Number 4: LUMO level 0.1 eV, Kohn-Sham gap 10.19 eV. Number 5: LUMO level 0.3 eV, Kohn-Sham gap 10.75 eV. Number 6: LUMO level 0.4 eV, Kohn-Sham gap 11.76 eV.